(1)
The following is a DFT calculation (ωB97M-V/def2-TZVPD) of a structure of composition C34H31AsN3OPPtS in a non-equilibrium geometry.

multiplicity = 5
expectation value of S² = 6.080
charge = +2
frontier orbital gap (alpha / beta) = 7.62 / 4.62 eV
HOMO (alpha / beta) = -12.603 / -13.120 eV
ΔE to the lowest compared entry with this formula, charge and spin = 7.14 kcal per mole

Geometry as XYZ:
```
73
C34H31AsN3OPPtS (ωB97M-V/def2-TZVPD)
Pt 0.11 -0.08 0.22
N -3.81 0.44 -1.76
C -2.57 0.16 -1.35
S -1.68 1.42 -0.54
N -2.11 -1.05 -1.61
N -0.87 -1.30 -1.32
C -0.33 -2.43 -1.71
C 1.05 -2.70 -1.63
C 1.51 -3.99 -1.96
C 2.85 -4.28 -1.99
C 3.81 -3.27 -1.71
C 3.41 -2.00 -1.40
C 2.03 -1.65 -1.36
O 1.71 -0.43 -1.15
H -4.19 1.36 -1.61
H -4.33 -0.24 -2.28
H -0.98 -3.16 -2.19
H 0.79 -4.76 -2.19
H 3.18 -5.28 -2.25
H 4.86 -3.51 -1.74
H 4.13 -1.21 -1.20
C 0.31 -1.46 3.46
C 0.66 -1.30 4.95
As -0.85 -1.17 6.25
C -0.52 0.40 7.31
C -0.26 0.29 8.68
C 0.06 1.43 9.39
C 0.08 2.67 8.76
C -0.24 2.79 7.42
C -0.56 1.65 6.69
C -0.56 -2.69 7.43
C -1.63 -3.50 7.81
C -1.40 -4.55 8.69
C -0.13 -4.79 9.17
C 0.93 -3.98 8.78
C 0.73 -2.93 7.90
P 0.09 0.12 2.52
C 1.57 1.06 3.00
C 1.57 2.26 3.71
C 2.78 2.85 4.05
C 3.98 2.26 3.69
C 3.98 1.08 2.96
C 2.78 0.49 2.61
C -1.40 0.89 3.19
C -1.60 2.25 2.96
C -2.76 2.87 3.41
C -3.73 2.14 4.08
C -3.55 0.78 4.28
C -2.40 0.15 3.82
H -0.57 -2.08 3.32
H 1.13 -1.97 2.96
H 1.33 -0.46 5.12
H 1.17 -2.21 5.28
H -0.29 -0.67 9.18
H 0.29 1.35 10.45
H 0.31 3.56 9.34
H -0.27 3.76 6.94
H -0.86 1.73 5.65
H -2.62 -3.31 7.43
H -2.23 -5.19 8.99
H 0.05 -5.61 9.85
H 1.93 -4.15 9.17
H 1.55 -2.29 7.61
H 0.65 2.74 3.99
H 2.78 3.79 4.60
H 4.92 2.73 3.95
H 4.92 0.62 2.66
H 2.78 -0.43 2.02
H -0.86 2.82 2.41
H -2.90 3.93 3.24
H -4.63 2.62 4.42
H -4.32 0.19 4.77
H -2.32 -0.93 3.90
```


(2)
The following is a DFT calculation (ωB97M-V/def2-TZVPD) of a structure of composition C34H31BCrIN11O3PS in a non-equilibrium geometry.

multiplicity = 6
expectation value of S² = 8.921
frontier orbital gap (alpha / beta) = 5.49 / 6.92 eV
HOMO (alpha / beta) = -7.131 / -7.685 eV
ΔE to the lowest compared entry with this formula, charge and spin = 30.45 kcal per mole

Geometry as XYZ:
```
84
C34H31BCrIN11O3PS (ωB97M-V/def2-TZVPD)
Cr -0.35 -1.90 -0.72
C -2.87 -5.16 -0.14
C -2.07 -4.50 -1.06
N -1.92 -3.23 -0.66
N -2.78 -3.02 0.40
C -3.34 -4.23 0.74
B -2.99 -1.62 1.12
N -1.74 -1.51 2.05
C -1.49 -0.73 3.15
C -0.10 -0.63 3.30
C 0.43 -1.28 2.22
N -0.53 -1.95 1.54
N -2.86 -0.52 0.00
C -3.83 0.40 -0.39
C -3.23 1.44 -1.04
C -1.78 1.23 -0.90
N -1.65 -0.14 -0.40
N -4.30 -1.52 1.81
C -5.50 -2.17 1.43
C -6.55 -1.54 2.03
C -5.96 -0.50 2.88
N -4.63 -0.59 2.80
H -3.24 -6.19 -0.15
H -1.59 -4.84 -1.96
H -4.17 -4.31 1.39
H -2.25 -0.26 3.72
H 0.43 -0.23 4.12
H 1.46 -1.51 1.92
H -4.87 0.26 -0.08
H -3.73 2.19 -1.64
H -1.37 1.89 -0.02
H -5.57 -2.99 0.73
H -7.61 -1.75 1.82
H -6.44 0.20 3.51
O 3.31 -1.13 -2.19
S 2.77 -0.72 -0.91
O 3.24 -1.48 0.23
O 1.28 -0.62 -0.94
C 3.60 0.89 -0.71
C 5.00 0.84 -0.90
C 5.74 2.01 -1.12
C 5.05 3.24 -0.90
C 3.78 3.26 -0.44
C 2.99 2.09 -0.44
P 1.25 2.05 0.07
C 1.22 3.54 1.07
C 0.16 4.44 1.01
C -0.02 5.46 1.98
C 0.90 5.52 3.03
C 2.01 4.72 3.00
C 2.16 3.69 2.10
C 0.39 2.44 -1.42
C 0.79 3.58 -2.10
C 0.42 3.89 -3.45
C -0.76 3.29 -3.99
C -1.46 2.51 -3.11
C -0.81 1.62 -2.03
H 5.45 -0.15 -1.12
H 6.78 2.08 -1.47
H 5.43 4.21 -1.12
H 3.33 4.24 -0.24
H -0.56 4.39 0.16
H -0.80 6.22 1.83
H 0.72 6.10 3.93
H 2.75 4.72 3.79
H 3.02 2.97 2.15
H 1.37 4.34 -1.52
H 0.93 4.70 -3.93
H -1.17 3.48 -4.98
H -2.48 2.29 -3.33
H -0.47 0.65 -2.49
I -0.48 -1.69 -3.69
N 4.24 -4.23 -2.22
C 3.21 -4.50 -1.40
C 1.97 -3.83 -1.57
N 1.14 -3.66 -0.54
C 1.34 -4.39 0.53
C 2.48 -5.20 0.65
N 3.35 -5.35 -0.32
H 4.16 -3.42 -2.86
H 5.15 -4.66 -2.04
H 1.81 -3.23 -2.41
H 0.67 -4.16 1.31
H 2.67 -5.82 1.55
```


(3)
The following is a DFT calculation (ωB97M-V/def2-TZVPD) of a structure of composition C34H31Cl5CrN3O2SeTe.

multiplicity = 6
expectation value of S² = 8.772
frontier orbital gap (alpha / beta) = 6.95 / 7.41 eV
HOMO (alpha / beta) = -6.691 / -8.023 eV
ΔE to the lowest compared entry with this formula, charge and spin = 15.34 kcal per mole

Geometry as XYZ:
```
78
C34H31Cl5CrN3O2SeTe (ωB97M-V/def2-TZVPD)
Cr 1.70 0.52 -0.72
Cl 1.80 5.21 4.48
C 2.04 4.39 2.98
C 2.02 3.00 2.93
Cl 1.76 2.06 4.34
C 2.23 2.37 1.71
Cl 2.28 0.63 1.62
C 2.40 3.05 0.49
O 2.54 2.44 -0.63
C 2.44 4.46 0.59
Cl 2.70 5.34 -0.86
C 2.26 5.11 1.80
Cl 2.31 6.83 1.86
C 5.48 2.64 -1.30
N 5.00 2.10 -2.55
C 5.08 2.75 -3.77
C 4.64 1.89 -4.71
N 4.29 0.72 -4.07
C 3.82 -0.49 -4.70
C 4.52 0.86 -2.74
Se 4.22 -0.45 -1.46
H 5.25 3.70 -1.26
H 6.56 2.48 -1.22
H 4.96 2.13 -0.49
H 5.42 3.76 -3.84
H 4.53 2.00 -5.77
H 3.80 -0.33 -5.77
H 2.82 -0.74 -4.35
H 4.49 -1.31 -4.45
C -6.31 -1.73 5.35
C -5.13 -1.55 4.45
C -5.02 -0.45 3.62
C -3.92 -0.26 2.78
C -3.86 0.98 1.94
C -2.91 -1.21 2.78
Te -1.07 -0.89 1.65
N -0.06 -0.25 -0.32
C -1.09 0.11 -1.07
O -2.29 0.02 -0.74
C -0.78 0.72 -2.43
C 0.51 0.71 -2.96
C 0.80 1.34 -4.16
C -0.21 1.99 -4.85
C -1.50 1.99 -4.34
C -1.79 1.37 -3.13
C -1.30 -2.73 0.63
C -2.57 -3.10 0.23
C -2.77 -4.28 -0.48
C -1.68 -5.07 -0.80
C -0.41 -4.70 -0.39
C -0.19 -3.52 0.32
C 1.21 -3.16 0.71
C -2.99 -2.33 3.62
C -1.91 -3.38 3.66
C -4.10 -2.48 4.44
H -7.05 -0.95 5.20
H -6.01 -1.71 6.40
H -6.80 -2.69 5.17
H -5.81 0.29 3.61
H -4.86 1.33 1.71
H -3.32 0.81 1.00
H -3.35 1.78 2.48
H 1.29 0.04 -2.54
H 1.81 1.34 -4.55
H 0.00 2.50 -5.78
H -2.29 2.49 -4.88
H -2.78 1.37 -2.71
H -3.42 -2.47 0.47
H -3.76 -4.56 -0.80
H -1.81 -5.99 -1.35
H 0.44 -5.33 -0.63
H 1.80 -4.06 0.91
H 1.24 -2.54 1.61
H 1.71 -2.61 -0.09
H -0.93 -2.94 3.84
H -1.86 -3.93 2.71
H -2.11 -4.10 4.45
H -4.16 -3.35 5.09
```